Molecular formula: H14O7
Method: DFT, ωB97M-V with the def2-TZVPD basis set

Calculated values
Lowest unoccupied orbital energy, eV: -0.01
Structure (SMILES): O.O.O.O.O.O.O
Kohn-Sham gap, eV: 10.2
HOMO energy, eV: -10.2

Structure (XYZ):
```
21
Properties=species:S:1:pos:R:3:lowdin_charge:R:1
O 0.61033 -1.90648 -0.19709 -0.03
H 1.17020 -2.48555 0.33021 0.07
H 0.15258 -1.46326 0.49429 -0.03
O -2.34734 -1.19802 -0.80753 -0.03
H -1.71756 -0.49629 -0.89946 -0.02
H -3.21973 -0.91221 -0.99037 0.01
O 2.12410 0.49837 -3.53250 -0.07
H 2.99735 0.46610 -3.91054 0.02
H 2.21403 0.17328 -2.63966 -0.05
O -0.42357 1.07098 -0.29285 0.01
H 0.41699 1.24209 -0.64863 0.01
H -0.47282 1.61596 0.46204 0.00
O 2.07781 0.12700 -0.99045 -0.05
H 2.86086 0.18933 -0.43314 0.08
H 1.45351 -0.45393 -0.58402 -0.02
O -1.47765 1.72725 2.45737 -0.05
H -2.19146 2.08778 1.85531 0.11
H -1.97307 1.60991 3.27032 0.06
O -0.47228 -0.72700 2.13036 -0.04
H -0.91771 0.10127 2.10900 -0.04
H -0.86455 -1.26659 2.81732 0.06
```

Molecular formula: C38H107N13O11
Method: DFT, ωB97M-V with the def2-TZVPD basis set

Calculated values
Lowest unoccupied orbital energy, eV: 0.35
Structure (SMILES): COC[C@H](C)N.COC[C@H](C)N.COC[C@H](C)N.COC[C@H](C)N.COC[C@H](C)N.COC[C@H](C)N.COC[C@H](C)N.COC[C@H](C)N.COC[C@H](C)N.NC(N)=O.NC(N)=O
Kohn-Sham gap, eV: 8.9
HOMO energy, eV: -8.5

Structure (XYZ):
```
169
Properties=species:S:1:pos:R:3:lowdin_charge:R:1
C 3.27562 0.37709 -2.74356 -0.14
O 3.99772 0.70496 -3.89619 -0.20
C 5.31041 -0.01407 -3.99354 -0.12
C 5.19190 -0.93121 -5.22664 -0.45
C 6.17656 -2.10940 -5.20047 -0.07
N 5.58307 -0.15933 -6.37772 0.02
H 3.21267 -0.70616 -2.64002 0.08
H 2.30836 0.87805 -2.70413 0.07
H 3.92604 0.64714 -1.91162 0.07
H 5.98026 0.82835 -4.16594 0.12
H 5.74073 -0.58328 -3.16957 0.12
H 4.17425 -1.28053 -5.40119 0.14
H 6.02649 -2.80803 -4.37737 0.07
H 7.22782 -1.82499 -5.15513 0.08
H 5.94577 -2.73617 -6.06187 0.07
H 4.99231 0.65988 -6.37829 0.07
H 5.11740 -0.68924 -7.10053 0.07
C -0.96453 0.25133 -7.38929 -0.15
O -1.02643 -0.11121 -6.06545 -0.19
C -0.14982 0.65921 -5.18956 -0.16
C -0.32069 0.25092 -3.70464 -0.39
C 0.22614 -1.15481 -3.36734 -0.05
N -1.66074 0.25806 -3.17075 0.05
H -1.67303 -0.41196 -7.88544 0.09
H 0.05083 0.33655 -7.77643 0.09
H -1.40473 1.24396 -7.48414 0.08
H 0.89547 0.72777 -5.49085 0.12
H -0.39701 1.71581 -5.29252 0.11
H 0.20324 1.06819 -3.20900 0.11
H -0.42573 -2.02731 -3.41089 0.07
H 0.69681 -1.18568 -2.38468 0.05
H 1.02625 -1.47648 -4.03402 0.08
H -2.19269 1.08258 -2.93140 0.04
H -2.26353 -0.30017 -3.75821 0.08
C -5.17657 -0.58890 -1.80425 -0.14
O -5.49064 -1.88071 -2.11043 -0.18
C -5.26568 -2.81072 -1.03074 -0.15
C -3.71980 -3.15125 -0.73933 -0.36
C -2.88051 -3.38070 -1.98415 -0.05
N -3.69772 -4.39669 0.12096 0.03
H -4.10459 -0.52383 -1.61794 0.08
H -5.76569 -0.23450 -0.95842 0.08
H -5.37866 0.00767 -2.69384 0.10
H -5.62499 -2.45789 -0.06405 0.11
H -5.76757 -3.76779 -1.17293 0.12
H -3.33121 -2.27946 -0.21294 0.11
H -1.83611 -3.21419 -1.72032 0.05
H -3.13538 -2.62980 -2.73201 0.07
H -2.83499 -4.40346 -2.35827 0.08
H -3.99507 -5.23234 -0.36213 0.08
H -4.36035 -4.26454 0.87166 0.08
C -3.07765 0.36111 2.04881 -0.09
O -4.12653 0.70185 2.96071 -0.18
C -5.43183 0.57838 2.46401 -0.21
C -6.43317 1.22483 3.48714 -0.43
C -6.48594 0.39028 4.73488 -0.08
N -7.75269 1.45837 2.93142 0.04
H -3.10082 0.93144 1.12021 0.07
H -3.06521 -0.68360 1.73810 0.06
H -2.10274 0.51698 2.51069 0.08
H -5.53235 1.01820 1.47176 0.10
H -5.60058 -0.47952 2.26283 0.12
H -5.88264 2.12720 3.75311 0.13
H -7.01306 -0.54958 4.57084 0.08
H -6.90906 0.85826 5.62374 0.08
H -5.46124 0.05945 4.90408 0.07
H -7.97542 0.61828 2.41688 0.07
H -8.44041 1.50958 3.66933 0.07
C 1.73354 -3.24705 -0.59545 -0.08
O 1.67571 -4.05660 -1.77220 -0.18
C 0.57922 -4.88799 -1.77336 -0.25
C 0.89729 -6.40857 -1.63033 -0.37
C -0.43816 -7.30087 -1.60818 -0.04
N 1.64796 -6.66345 -0.42937 0.03
H 0.80227 -2.72162 -0.38392 0.07
H 2.55132 -2.54463 -0.75653 0.08
H 1.92100 -3.92262 0.23915 0.06
H -0.19976 -4.61268 -1.06238 0.10
H 0.15812 -4.68978 -2.75900 0.12
H 1.58590 -6.65882 -2.43736 0.13
H -0.25702 -8.37445 -1.55603 0.07
H -1.06818 -7.13400 -2.48187 0.06
H -1.05312 -7.11113 -0.72845 0.05
H 1.18868 -6.39612 0.42952 0.05
H 2.49155 -6.10882 -0.40043 0.07
C -1.07400 3.35854 -1.39728 -0.09
O -2.16710 2.67907 -2.02704 -0.22
C -3.20003 3.60587 -2.42627 -0.20
C -3.97106 4.18716 -1.36617 -0.48
C -4.80551 3.24077 -0.56215 -0.06
N -4.83837 5.28711 -1.87008 0.05
H -1.24372 3.58608 -0.34489 0.08
H -0.64124 4.22305 -1.90072 0.09
H -0.26536 2.65245 -1.58603 0.07
H -2.67142 4.38422 -2.97659 0.13
H -3.89082 3.05093 -3.06105 0.14
H -3.33529 4.67165 -0.62512 0.13
H -5.38547 3.67991 0.24958 0.09
H -4.25116 2.46974 -0.02708 0.05
H -5.44886 2.60281 -1.16813 0.08
H -5.39831 5.71699 -1.14774 0.07
H -5.39778 4.78077 -2.54148 0.07
C 0.01689 5.54563 1.37948 -0.12
O 1.41945 5.57661 1.10676 -0.18
C 1.66498 4.58530 0.06664 -0.19
C 3.14591 4.16001 0.19822 -0.41
C 4.21494 5.14309 -0.32991 -0.05
N 3.29545 2.95326 -0.57048 0.04
H -0.14121 6.29684 2.15329 0.09
H -0.25376 4.56934 1.78160 0.08
H -0.59215 5.78803 0.50861 0.08
H 1.06842 3.69211 0.25217 0.09
H 1.41913 4.93295 -0.93676 0.12
H 3.24836 3.96625 1.26596 0.12
H 4.41636 5.11205 -1.40068 0.07
H 5.20000 5.04990 0.12734 0.07
H 3.84078 6.16063 -0.21719 0.07
H 2.64086 2.26912 -0.21894 0.02
H 3.11719 3.15675 -1.54357 0.07
C 0.65517 4.86231 5.83771 -0.11
O 1.84595 4.11162 5.94822 -0.21
C 2.33949 3.37224 4.77256 -0.15
C 3.72187 2.67871 4.99586 -0.40
C 4.31275 1.99896 3.73725 -0.04
N 3.58648 1.70865 6.11424 0.05
H -0.01673 4.72409 6.68479 0.08
H 0.12337 4.78774 4.88917 0.07
H 0.99614 5.89754 5.84855 0.08
H 1.61641 2.58157 4.57232 0.12
H 2.39826 4.10757 3.97010 0.12
H 4.42320 3.41301 5.39214 0.13
H 3.50123 1.46355 3.24442 0.06
H 5.00292 1.19626 3.99694 0.08
H 4.67486 2.76746 3.05434 0.08
H 3.31754 0.82554 5.70448 0.02
H 2.79002 2.13250 6.56823 0.05
C 3.99534 -0.56470 1.12688 -0.09
O 3.27734 -0.74628 2.30972 -0.24
C 3.86377 -1.71346 3.15671 -0.17
C 3.03609 -1.53890 4.41416 -0.42
C 3.35119 -2.60470 5.43293 -0.06
N 1.57377 -1.58289 4.30917 0.05
H 4.10668 -1.49583 0.57127 0.08
H 4.97198 -0.14652 1.37063 0.10
H 3.38422 0.05701 0.47259 0.07
H 3.80656 -2.74504 2.80932 0.13
H 4.91642 -1.51655 3.35980 0.13
H 3.07888 -0.54633 4.86258 0.10
H 3.09549 -3.61838 5.12445 0.08
H 2.87820 -2.48230 6.40730 0.08
H 4.43342 -2.60647 5.56286 0.08
H 1.34757 -0.81725 3.69052 0.04
H 1.01942 -1.38712 5.13043 0.10
N 0.44385 -0.12478 1.72518 0.19
C 0.34912 0.23887 0.47089 -0.71
N -0.67908 -0.33646 -0.13296 0.21
O 1.03658 1.08003 -0.09979 0.00
H -0.14412 -0.92494 1.90990 0.06
H 1.39257 0.04598 2.02664 0.08
H -1.28193 -0.79906 0.53238 0.06
H -0.91593 -0.14501 -1.09595 0.07
N -1.25054 -4.75926 1.77256 0.18
C -0.76444 -3.61338 2.16841 -0.72
N 0.52779 -3.72751 2.42128 0.16
O -1.27379 -2.50334 2.28472 0.00
H -0.72375 -5.61697 1.85577 0.10
H -2.07427 -4.72890 1.18891 0.05
H 0.99990 -4.62037 2.42035 0.10
H 0.93012 -2.94703 2.92036 0.06
```

Molecular formula: C4H2F2O
Method: DFT, ωB97M-V with the def2-TZVPD basis set

Calculated values
Lowest unoccupied orbital energy, eV: -2.22
Kohn-Sham gap, eV: 8.5
HOMO energy, eV: -10.7

Structure (XYZ):
```
9
Properties=species:S:1:pos:R:3:lowdin_charge:R:1
C 0.52220 -2.60333 1.46433 0.12
C -0.06706 -1.97023 0.53223 -0.15
C 0.31472 -0.55227 -1.51173 -0.14
C -0.62756 -1.19905 -0.44598 -0.23
O 0.04792 -0.67523 -2.69301 0.10
F -1.90740 -1.07301 -0.48900 0.17
F -1.20625 -0.27753 3.19155 -0.06
H 1.29592 -0.35324 -1.06140 0.13
H -1.13425 0.39917 3.79731 0.07
```

Molecular formula: C26H25N4OS3SiW
Method: DFT, ωB97M-V with the def2-TZVPD basis set

Calculated values
Spin multiplicity: 3
Lowest unoccupied orbital energy (alpha / beta), eV: -4.74 / -5.15
Kohn-Sham gap (alpha / beta), eV: 6.5 / 6.7
Total charge: +1
HOMO energy (alpha / beta), eV: -11.2 / -11.8

Structure (XYZ):
```
61
Properties=species:S:1:pos:R:3:mulliken_spin:R:1
W -0.67441 0.64104 0.75590 1.46
S 0.83931 -0.74742 -0.27777 -0.04
C 1.35245 -0.18453 1.31419 -0.14
S 0.19118 -0.39148 2.62714 -0.02
C 2.48138 0.62805 1.47706 0.32
C 2.76259 1.24476 2.72221 -0.04
N 2.95675 1.76882 3.72900 0.16
C 3.32395 0.91662 0.36954 -0.04
N 3.98514 1.17600 -0.53661 0.16
C 1.51379 5.22341 0.70058 0.00
C 0.35571 5.05721 -0.29303 0.00
C 0.87333 4.43480 -1.59762 0.00
C -0.27376 6.42145 -0.59660 0.00
Si -0.88814 3.87350 0.45051 0.06
O -0.08144 2.38644 0.68381 -0.05
C -1.66600 4.31607 2.08041 -0.01
C -2.37727 5.50714 2.25518 0.00
C -3.03191 5.78153 3.44670 0.00
C -2.98440 4.87237 4.49413 0.00
C -2.27379 3.69019 4.34750 0.01
C -1.62498 3.41926 3.15134 0.01
C -2.20298 3.26430 -0.74594 -0.01
C -3.41244 3.93296 -0.94311 0.00
C -4.35676 3.45737 -1.84019 0.00
C -4.11775 2.29536 -2.56484 -0.01
C -2.93394 1.60234 -2.37513 0.00
C -1.99355 2.08418 -1.46713 0.05
H 2.25484 5.91380 0.28899 0.00
H 2.02121 4.27545 0.89398 0.00
H 1.17648 5.62962 1.65692 0.00
H 1.65151 5.07371 -2.02330 0.00
H 0.08127 4.33866 -2.34420 0.00
H 1.31787 3.44924 -1.43534 0.00
H 0.46102 7.04994 -1.10755 0.00
H -0.56781 6.95028 0.31107 0.00
H -1.14310 6.34098 -1.25512 0.00
H -2.43460 6.23725 1.45674 0.00
H -3.57582 6.71004 3.55939 0.00
H -3.48794 5.09309 5.42583 0.00
H -2.20524 2.99061 5.17076 0.00
H -1.02750 2.51379 3.08844 0.00
H -3.62953 4.83789 -0.38646 0.00
H -5.28574 3.99463 -1.97749 0.00
H -4.85245 1.94188 -3.27686 0.00
H -2.71876 0.71412 -2.95592 0.00
H -1.01824 1.58066 -1.47756 -0.01
N -7.12448 -0.72369 -0.87283 0.00
C -6.42040 0.27750 -0.31920 0.00
S -7.00831 1.77784 -0.05304 0.02
C -4.99230 -0.05503 -0.00531 0.02
C -4.27094 -0.98691 -0.76612 0.03
C -2.93751 -1.19560 -0.50250 0.00
N -2.34366 -0.62375 0.55456 -0.01
C -3.06390 0.17539 1.37908 0.07
C -4.36308 0.56052 1.06544 0.02
H -8.09751 -0.56049 -1.07860 0.00
H -6.81193 -1.67940 -0.83441 0.00
H -4.71298 -1.48642 -1.61700 0.00
H -2.30511 -1.80655 -1.13341 0.00
H -2.68516 0.34333 2.38504 -0.01
H -4.90197 1.26473 1.68404 0.00
```

The records above give, respectively, energy relative to the best compared isomer or geometry (same formula, charge and spin) values of 37.6; 100.5; 106.5; 27.8 kcal per mole.
The records above give, respectively, largest force on an atom values of 2.293; 4.705; 2.906; 1.168 eV/Å.